1.
Entry from the Open Molecules 2025 dataset: a structure of composition C31H31B2N7Pd (the ωB97M-V functional and the def2-TZVPD basis).

Last column: Mulliken charge in e.
CARTESIAN COORDINATES (ANGSTROEM)
Pd1 0.0032 -0.1960 0.1078  0.05
C1 -1.3199 4.9857 -0.6808  -1.39
C2 -0.6229 3.7022 -0.9875  0.82
C3 0.2462 3.4070 -2.0205  -1.75
C4 0.6088 2.0659 -1.8434  0.16
N1 -0.0153 1.6030 -0.7635  1.66
N2 -0.7661 2.5960 -0.2397  -0.26
B1 -1.6135 2.3547 1.0406  -0.34
N3 -0.6341 1.9484 2.1638  0.35
N4 0.2905 0.9937 1.9188  0.36
C5 1.0944 0.9144 2.9689  -0.19
C6 0.6658 1.8353 3.9394  -1.40
C7 -0.4178 2.4838 3.3832  0.90
C8 -1.2739 3.5663 3.9538  -1.34
C9 2.2103 -0.0473 3.0268  0.66
C10 2.8967 -0.4280 1.8786  -0.12
C11 3.8872 -1.3957 1.9344  -0.62
C12 4.2215 -1.9768 3.1495  -0.48
C13 3.5748 -1.5685 4.3078  -0.62
C14 2.5763 -0.6084 4.2467  -0.76
N5 -2.6140 1.2232 0.7177  0.35
N6 -2.1634 0.0921 0.1313  0.38
C15 -3.2083 -0.6658 -0.1673  -0.21
C16 -4.3780 -0.0147 0.2585  -1.37
C17 -3.9605 1.1863 0.7943  0.89
C18 -4.7662 2.2907 1.3955  -1.33
C19 -3.0581 -1.9846 -0.8092  0.70
C20 -3.9486 -3.0086 -0.5010  -0.78
C21 -3.7773 -4.2751 -1.0390  -0.60
C22 -2.7155 -4.5312 -1.8956  -0.49
C23 -1.8450 -3.5057 -2.2367  -0.62
C24 -2.0251 -2.2386 -1.7052  -0.14
C25 1.5234 1.2456 -2.6692  0.66
C26 2.1446 1.8268 -3.7735  -0.79
C27 3.0103 1.0962 -4.5727  -0.76
C28 3.2755 -0.2357 -4.2854  -0.41
C29 2.6651 -0.8291 -3.1907  -1.29
C30 1.8007 -0.0927 -2.3967  0.35
H1 -1.0466 5.7307 -1.4255  0.38
H2 -2.4031 4.8634 -0.6957  0.25
H3 -1.0426 5.3633 0.3037  0.25
H4 0.5659 4.0830 -2.7948  0.51
H5 -2.2072 3.3476 1.3562  -0.08
H6 1.1135 2.0345 4.8994  0.51
H7 -0.9627 3.7720 4.9759  0.39
H8 -1.1906 4.4896 3.3783  0.24
H9 -2.3253 3.2783 3.9651  0.22
H10 2.6930 0.0756 0.9407  0.53
H11 4.3934 -1.7009 1.0276  0.41
H12 4.9887 -2.7389 3.1952  0.39
H13 3.8353 -2.0126 5.2597  0.39
H14 2.0539 -0.3129 5.1482  0.37
H15 -5.3954 -0.3530 0.1483  0.51
H16 -5.8141 1.9994 1.4234  0.38
H17 -4.4426 2.5117 2.4128  0.22
H18 -4.6821 3.2108 0.8151  0.24
H19 -4.7617 -2.8191 0.1890  0.37
H20 -4.4632 -5.0688 -0.7732  0.39
H21 -2.5720 -5.5241 -2.3017  0.39
H22 -1.0204 -3.6941 -2.9120  0.41
H23 -1.3871 -1.4256 -2.0317  0.53
H24 1.9521 2.8641 -4.0142  0.33
H25 3.4797 1.5715 -5.4241  0.40
H26 3.9515 -0.8066 -4.9085  0.40
H27 2.8588 -1.8667 -2.9509  0.51
H28 1.3432 -0.5995 -1.5502  0.65
B2 -0.1036 -4.2942 2.3063  0.36
C31 0.0532 -2.9852 1.4435  0.27
N7 0.1854 -2.0406 0.7882  -0.95
H29 -0.8840 -4.0122 3.2001  -0.13
H30 0.9977 -4.5766 2.7338  -0.14
H31 -0.5434 -5.1553 1.5717  -0.13

* orbital gap (spin up / spin down): 7.3 / 7.3 eV
* HOMO (spin up / spin down): -8.55 / -8.55 eV
* total energy: -1760.8645 Eh
* 2S+1: 1
* total charge: 0
* ΔE to the lowest compared entry with this formula, charge and spin: 5.0 kcal/mol

=====

2.
Entry from the Open Molecules 2025 dataset: the molecule C4H12N2S at a distorted geometry (the ωB97M-V functional and the def2-TZVPD basis).

Last column: Mulliken charge in e.
CARTESIAN COORDINATES (ANGSTROEM)
N1 -0.1256 2.6266 -0.4807  -0.64
C1 0.3493 1.1390 0.0663  -0.69
C2 -0.6691 0.0770 -0.3503  0.27
N2 -2.0104 0.1154 0.3795  -0.71
C3 -0.0469 -1.1748 0.4374  -1.23
C4 1.3695 -1.7293 0.1983  -0.46
S1 1.3811 -2.1766 -1.5841  -0.22
H1 0.6357 3.2144 -0.7437  0.22
H2 -0.5809 3.1292 0.2452  0.21
H3 1.3009 1.0421 -0.4455  0.34
H4 0.5891 1.0946 1.1241  0.31
H5 -0.6721 -0.0665 -1.4557  0.41
H6 -2.6756 0.7073 -0.1306  0.25
H7 -1.9011 0.6091 1.3758  0.28
H8 -0.8329 -1.9577 0.4227  0.45
H9 -0.0639 -1.1678 1.5660  0.46
H10 1.4992 -2.6703 0.8486  0.35
H11 2.3496 -1.0213 0.4445  0.28
H12 0.1042 -1.7903 -1.9177  0.11

* orbital gap: 9.8 eV
* HOMO: -8.95 eV
* SMILES string: NC[C@H](N)CCS
* total energy: -667.2150 Eh
* 2S+1: 1
* total charge: 0
* ΔE to the lowest compared entry with this formula, charge and spin: 50.1 kcal/mol

=====

3.
Entry from the Open Molecules 2025 dataset: the molecule CH2O2S at a distorted geometry (the ωB97M-V functional and the def2-TZVPD basis).

Last column: Mulliken charge in e.
CARTESIAN COORDINATES (ANGSTROEM)
O1 0.3265 -0.0032 -1.2147  -0.39
C1 0.1413 0.0302 0.0753  0.44
O2 -1.2435 -0.0329 0.2204  -0.52
S1 1.3848 0.3438 1.1927  -0.31
H1 1.3184 -0.3403 -1.3130  0.38
H2 -1.9276 0.0023 1.0392  0.39

* orbital gap: 9.4 eV
* HOMO: -9.10 eV
* SMILES string: OC(O)=S
* total energy: -587.9320 Eh
* 2S+1: 1
* total charge: 0
* ΔE to the lowest compared entry with this formula, charge and spin: 34.4 kcal/mol

=====

4.
Entry from the Open Molecules 2025 dataset: a cluster of 12 separate species, C6H36N2O11 in total at a distorted geometry (the ωB97M-V functional and the def2-TZVPD basis).

Last column: Mulliken charge in e.
CARTESIAN COORDINATES (ANGSTROEM)
C1 -1.5106 -2.2705 -2.1777  -0.91
C2 -1.3578 -2.1337 -0.8678  -0.26
C3 -1.4132 -0.7798 -0.2329  -0.06
C4 -0.0120 -0.7236 0.5456  -0.46
N1 0.4217 0.6736 0.4252  0.45
C5 1.6424 1.2449 1.0228  -0.78
C6 2.9326 0.4279 1.0464  -0.56
N2 2.7154 -0.9867 1.5350  -0.39
H1 -1.3451 -3.1665 -2.7526  0.31
H2 -1.6476 -1.3777 -2.7922  0.03
H3 -1.0307 -3.0096 -0.2815  0.32
H4 -1.7573 0.0410 -0.8395  0.31
H5 -2.1698 -0.8094 0.5405  0.35
H6 -0.0044 -1.1343 1.5424  0.31
H7 0.8262 -1.3370 0.1696  0.16
H8 0.3298 0.9544 -0.5602  -0.14
H9 1.6741 2.1620 0.4020  0.47
H10 1.3341 1.5908 2.0382  0.13
H11 3.5980 0.8984 1.7939  0.42
H12 3.4301 0.4708 0.0263  0.34
H13 2.0692 -0.9180 2.3095  0.09
H14 3.6082 -1.3671 1.8418  0.29
O1 -0.7041 1.2134 4.6809  -0.72
H15 -1.0215 1.7099 3.8912  0.39
H16 -1.3954 0.5568 4.8586  0.33
O2 -1.0843 3.6959 -2.2840  -0.59
H17 -0.5944 4.4661 -2.5849  0.27
H18 -1.0243 3.0559 -3.0210  0.38
O3 0.6836 -1.0242 3.9205  -0.67
H19 0.1457 -0.3855 3.4140  0.29
H20 0.9208 -0.3597 4.5882  0.34
O4 2.2369 -2.1447 -3.7543  -0.69
H21 2.1457 -2.5023 -2.8471  0.42
H22 3.0696 -1.6622 -3.8254  0.31
O5 2.6700 -3.3401 -1.2088  -0.69
H23 2.7982 -2.7527 -0.4528  0.29
H24 2.1727 -4.1451 -0.9850  0.31
O6 -3.5945 2.7145 -0.6191  -0.69
H25 -3.5047 2.2424 0.2075  0.29
H26 -3.0538 3.5026 -0.7154  0.31
O7 2.7283 -0.0652 -2.1083  -0.65
H27 1.9875 0.4525 -1.7598  0.21
H28 2.2300 -0.8817 -2.3202  0.36
O8 -2.0625 -2.0973 3.8435  -0.64
H29 -2.4287 -2.3273 2.9874  0.30
H30 -1.1040 -2.2347 3.8546  0.35
O9 -1.3705 2.4295 2.0833  -0.81
H31 -1.0936 1.7296 1.4772  0.31
H32 -0.7904 3.1912 2.0897  0.30
O10 -0.4875 1.4405 -3.7515  -0.73
H33 -1.2662 1.0016 -4.1103  0.35
H34 -0.2915 0.8977 -2.9833  0.29
O11 -2.7148 0.9927 -2.5665  -0.49
H35 -3.4882 0.4300 -2.6843  0.26
H36 -3.0471 1.7501 -2.0497  0.27

* orbital gap: 9.4 eV
* HOMO: -9.11 eV
* SMILES string: C=CCCNCCN.O.O.O.O.O.O.O.O.O.O.O
* total energy: -1187.2811 Eh
* 2S+1: 1
* total charge: 0
* ΔE to the lowest compared entry with this formula, charge and spin: 71.1 kcal/mol